Here is a cluster of 13 separate species, C37H108N18O13 in total in a non-equilibrium geometry from OMol25. Energies are from the ωB97M-V functional and the def2-TZVPD basis.

## Properties
Total charge = 0
Calculated total energy = -3438.131420 a.u.
HOMO level = -8.557 eV
Relative energy (zero: lowest compared OMol25 entry of this formula, charge and spin) = 6.403 eV
Molecular weight = 1013.38 g mol⁻¹
LUMO = -0.3 eV

XYZ file:
```
176
Properties=species:S:1:pos:R:3:forces:R:3:lowdin_charge:R:1
C 20.829263 -9.475785 7.160726 -4.9 -2.5 -1.4 -0.81
O 21.905928 -9.078837 7.134102 7.0 2.6 0.6 0.11
N 20.474087 -10.734352 7.396291 0.9 -3.5 1.5 0.17
N 19.758475 -8.854404 6.728155 -2.0 3.0 -0.7 0.18
H 21.270247 -11.344858 7.508999 -0.5 -0.3 0.1 0.10
H 19.556001 -11.088091 7.171015 0.4 -0.1 0.0 0.07
H 18.885858 -9.361358 6.763863 -0.4 0.7 -0.3 0.06
H 19.864482 -7.852271 6.660472 -0.6 0.1 0.0 0.08
C 18.441836 -3.937037 -1.667966 -0.1 0.4 -0.4 -0.79
O 17.873182 -3.168551 -0.945373 -1.3 2.0 2.2 0.04
N 17.897013 -5.094543 -1.986971 -1.2 -2.2 -0.5 0.18
N 19.596794 -3.675202 -2.228551 1.8 0.2 -1.0 0.19
H 18.160784 -5.560578 -2.842720 -0.4 -0.2 0.3 0.12
H 16.969451 -5.173254 -1.596475 0.1 -0.6 -0.5 0.07
H 20.066551 -2.834624 -1.925810 0.3 -0.4 -0.4 0.13
H 19.972389 -4.422179 -2.794034 0.8 0.7 0.2 0.12
C 14.534546 -2.487479 0.805713 -0.9 1.0 -0.9 -0.81
O 14.533386 -3.610909 1.194930 0.1 -3.1 2.0 0.05
N 13.615422 -1.573226 1.116280 -2.8 0.5 2.4 0.16
N 15.324716 -2.016508 -0.096782 2.5 1.4 -2.8 0.19
H 13.588564 -0.597661 0.859446 0.3 -0.4 0.2 0.11
H 13.076033 -1.880982 1.912573 -0.4 0.5 -0.2 0.11
H 16.064291 -2.581432 -0.490694 0.2 0.2 -0.2 0.07
H 14.973129 -1.164097 -0.507250 1.0 -0.2 -0.4 0.12
C 14.699534 -9.947320 1.747297 0.3 -2.4 4.0 -0.75
O 14.972476 -10.659380 2.757361 0.0 1.3 -1.4 -0.04
N 14.611816 -10.366331 0.539174 0.1 -2.6 -3.5 0.17
N 14.382004 -8.676796 1.819012 -0.5 3.3 1.7 0.15
H 14.389460 -9.717203 -0.203456 0.2 -0.3 -0.2 0.05
H 14.787863 -11.342026 0.348785 0.0 0.2 0.0 0.13
H 14.314770 -8.310001 2.757190 -0.2 0.1 -0.3 0.12
H 13.976686 -8.184806 1.036237 0.1 0.0 0.2 0.10
C 14.467948 -7.459058 -2.145495 0.2 -2.7 1.0 -0.67
O 14.454077 -8.553069 -1.519358 -0.2 2.0 -0.8 -0.03
N 14.920897 -6.303496 -1.711092 0.6 1.5 0.8 0.18
N 14.084980 -7.363597 -3.410160 -1.1 -0.7 -2.4 0.16
H 14.720188 -5.514838 -2.308250 0.2 0.2 0.7 0.11
H 15.247595 -6.213287 -0.758965 0.1 0.1 0.7 0.06
H 13.724313 -8.180031 -3.881749 0.1 0.2 0.1 0.12
H 14.257039 -6.527585 -3.948812 -0.1 -0.4 0.0 0.11
C 25.792991 -5.600009 1.135905 -0.4 1.1 0.0 -0.05
C 24.540439 -4.731338 0.706690 0.3 -1.2 0.1 -0.41
C 23.334121 -5.646067 0.515095 0.6 0.8 0.3 -0.20
O 22.171131 -4.820457 0.193345 0.8 -2.0 0.9 -0.18
C 21.021574 -5.492640 0.714007 -0.2 0.5 -0.3 -0.09
N 24.209197 -3.801848 1.796644 0.4 -0.5 -0.4 0.04
H 26.696899 -4.990542 1.149974 0.0 0.3 0.0 0.07
H 26.075538 -6.462343 0.532169 -0.6 0.0 -0.3 0.05
H 25.646258 -5.922430 2.166832 -0.2 -0.1 0.0 0.08
H 24.669898 -4.253912 -0.265228 0.5 0.3 -0.1 0.13
H 23.297284 -6.194923 1.456775 -1.0 0.1 0.4 0.11
H 23.533489 -6.419007 -0.227718 -0.2 0.2 -0.5 0.12
H 20.986063 -6.560015 0.494181 0.2 -0.1 -0.4 0.07
H 20.160578 -5.001295 0.260913 -0.1 -0.1 0.2 0.07
H 20.963135 -5.447448 1.801819 0.1 0.3 0.1 0.08
H 24.979046 -3.165058 1.945891 -0.1 0.2 0.0 0.07
H 23.378416 -3.284684 1.546021 0.0 0.2 0.0 0.06
C 16.586602 -9.877125 -3.778625 0.9 0.3 -0.8 -0.07
C 17.515155 -10.573869 -2.727756 0.1 1.8 -0.5 -0.40
C 18.661323 -9.646657 -2.201296 0.7 -1.5 -0.6 -0.16
O 19.584192 -10.326294 -1.268691 -1.0 1.6 -0.4 -0.18
C 20.725371 -9.496629 -1.010054 0.3 -1.0 0.0 -0.11
N 16.637266 -10.923278 -1.665469 -0.9 -0.7 1.4 0.03
H 15.811823 -10.581667 -4.081728 0.1 -0.3 0.0 0.08
H 17.096826 -9.551209 -4.685620 0.3 -0.3 -0.2 0.07
H 16.026759 -8.986220 -3.494477 0.4 -0.1 0.9 0.04
H 17.933249 -11.452842 -3.218825 0.2 -0.1 0.1 0.13
H 18.199933 -8.743901 -1.799756 0.1 0.1 0.5 0.11
H 19.316188 -9.386818 -3.033629 -0.2 0.4 -0.4 0.11
H 20.552931 -8.507097 -0.585995 -0.6 0.0 0.0 0.07
H 21.365048 -9.391085 -1.886992 -0.2 0.2 -0.5 0.08
H 21.370387 -10.026918 -0.309256 -0.3 -0.2 0.2 0.07
H 15.690402 -10.776232 -1.985490 -0.2 -0.3 0.0 0.04
H 16.683363 -10.264485 -0.900754 0.4 0.0 0.3 0.05
C 26.242717 -9.395340 1.085118 -1.3 0.2 -0.6 -0.04
C 25.249457 -10.540105 1.423848 0.0 -0.8 0.9 -0.41
C 23.813665 -10.159347 1.840283 0.7 1.8 0.7 -0.18
O 23.882785 -9.301534 3.008237 0.5 0.2 -1.0 -0.20
C 22.619407 -8.780904 3.449704 1.4 -1.0 0.2 -0.08
N 25.161189 -11.554562 0.357514 0.1 0.2 -0.5 0.03
H 25.855254 -8.969562 0.158690 0.3 0.0 -0.5 0.06
H 27.284269 -9.681170 0.939858 -0.2 -0.5 0.0 0.08
H 26.247729 -8.512999 1.724981 -0.3 -0.5 0.7 0.06
H 25.650217 -11.112294 2.260979 0.1 0.2 0.3 0.13
H 23.168793 -11.022691 2.007457 0.2 -0.4 0.4 0.11
H 23.343651 -9.644155 1.001293 -0.1 0.5 -0.2 0.10
H 22.746439 -8.053875 4.251854 0.5 0.0 -0.1 0.08
H 22.229989 -9.676666 3.933541 -1.5 0.4 -0.4 0.07
H 22.130286 -8.266456 2.622315 -0.7 -0.5 0.0 0.08
H 24.340006 -12.126553 0.497835 0.0 -0.4 0.5 0.06
H 24.945091 -11.171601 -0.552517 0.3 0.6 -0.2 0.06
C 16.906260 -12.667194 6.765331 -0.2 -1.1 0.2 -0.04
C 16.320627 -11.281086 6.769976 -1.1 0.4 0.3 -0.46
C 16.275890 -10.647085 8.160746 -1.8 -1.4 1.4 -0.17
O 15.293245 -11.263257 9.005884 -0.8 -2.0 -0.4 -0.24
C 13.960641 -10.743119 9.074080 1.9 0.9 1.3 -0.09
N 17.067008 -10.416911 5.925026 2.0 0.7 -0.4 0.04
H 16.866057 -13.176474 5.802150 0.2 0.5 -0.4 0.08
H 16.359465 -13.385385 7.376661 -0.2 0.4 0.4 0.09
H 17.935065 -12.698940 7.124708 0.1 0.2 0.0 0.07
H 15.324483 -11.253000 6.326694 -0.6 -0.8 0.6 0.14
H 15.971987 -9.601846 8.223780 1.0 0.5 -0.7 0.12
H 17.122423 -10.963235 8.770506 0.8 0.9 -0.6 0.13
H 14.133273 -10.032405 9.883354 -0.9 1.1 -0.3 0.08
H 13.280372 -11.424832 9.584196 0.0 -0.6 -0.9 0.08
H 13.644841 -10.279637 8.139611 -0.4 -0.2 0.1 0.09
H 17.231170 -10.890061 5.047688 -0.1 0.4 -0.3 0.07
H 16.566476 -9.551655 5.779784 0.0 0.0 -0.4 0.09
C 19.376985 -0.220904 2.997028 0.3 -1.9 -0.1 -0.08
C 17.898450 0.038316 2.807764 0.1 0.9 1.0 -0.40
C 16.802001 -1.040714 3.031207 0.9 0.2 0.0 -0.21
O 16.800257 -1.531008 4.373193 -0.2 -1.3 -1.1 -0.19
C 15.925098 -2.699197 4.498302 0.2 1.7 1.0 -0.06
N 17.674583 1.116393 3.808252 -0.7 -0.1 -1.1 0.02
H 19.866384 -0.843637 2.247667 -0.2 0.3 -0.6 0.07
H 19.505410 -0.871397 3.862754 0.0 0.4 0.6 0.07
H 19.907604 0.722231 3.124164 -0.1 -0.2 0.0 0.08
H 17.745674 0.490051 1.827317 -0.2 -0.1 -0.2 0.13
H 16.874066 -1.821017 2.272861 0.2 -0.4 0.1 0.10
H 15.837513 -0.554739 2.878735 -0.2 0.2 -0.3 0.11
H 14.923692 -2.467727 4.134294 0.0 0.1 -0.4 0.08
H 15.825621 -2.752795 5.582377 0.1 -0.7 0.0 0.09
H 16.273813 -3.623371 4.038045 0.3 0.3 0.0 0.06
H 17.912363 0.723725 4.708389 -0.2 0.0 0.3 0.07
H 16.666964 1.170396 3.752026 -0.3 0.8 0.9 0.06
C 21.140760 -12.317390 4.332287 -2.0 0.5 -0.3 -0.07
C 20.900913 -13.473564 5.311092 0.3 1.0 -1.9 -0.45
C 20.209628 -14.643425 4.604125 1.1 0.3 0.7 -0.21
O 19.955426 -15.673610 5.555267 -0.3 -0.8 -0.9 -0.19
C 19.259557 -16.791078 4.946132 -0.4 1.0 0.2 -0.09
N 22.254547 -13.687055 5.752981 -0.1 -1.7 1.6 0.05
H 20.134681 -11.962155 4.105464 -0.1 0.5 -0.6 0.07
H 21.647959 -12.590996 3.407099 -0.1 -0.4 0.1 0.08
H 21.689961 -11.461654 4.724521 0.0 -0.3 0.5 0.06
H 20.170504 -13.184882 6.067657 0.2 0.2 0.4 0.11
H 20.858109 -15.051619 3.828287 0.0 0.1 -0.4 0.13
H 19.315079 -14.185025 4.181322 -0.4 -0.5 -0.2 0.12
H 19.663721 -17.211419 4.024706 0.9 0.2 0.1 0.08
H 18.294273 -16.415623 4.604966 -0.4 -0.2 0.3 0.08
H 19.151936 -17.600009 5.668202 0.0 0.3 0.1 0.09
H 22.311462 -13.138436 6.599897 0.7 0.4 0.1 0.07
H 22.249395 -14.622345 6.137225 0.5 -0.6 0.2 0.07
C 17.895422 -5.363018 2.560175 0.5 -0.4 -0.9 -0.03
C 17.549144 -6.276153 1.336406 -0.5 1.8 1.2 -0.35
C 17.973009 -7.731230 1.534004 -0.8 -0.8 0.1 -0.16
O 19.218525 -8.010239 2.163549 -0.9 2.1 -0.4 -0.19
C 19.374982 -9.157181 2.939441 0.6 -0.8 0.2 -0.11
N 16.070132 -6.206808 1.153777 0.2 -0.6 -0.7 0.04
H 17.152138 -5.518094 3.342259 0.3 -0.4 0.3 0.08
H 17.848296 -4.299526 2.324813 -0.2 0.0 -0.4 0.07
H 18.926296 -5.543154 2.864528 -0.2 -0.1 0.4 0.03
H 17.924935 -5.821688 0.419778 0.6 -0.2 0.2 0.09
H 17.915213 -8.252369 0.577677 0.2 -0.1 -0.3 0.11
H 17.130914 -8.142078 2.092218 0.1 -0.4 0.5 0.11
H 18.498300 -9.713357 3.272546 -0.6 0.2 -0.7 0.08
H 19.865676 -8.928578 3.885829 0.3 0.3 -0.1 0.06
H 20.031917 -9.788739 2.340934 -0.1 -0.6 0.4 0.08
H 15.726275 -5.268554 1.304199 0.1 0.5 -0.1 0.03
H 15.578043 -6.777540 1.826340 0.2 -0.2 0.1 0.04
C 23.257763 -4.101521 8.721807 -1.1 0.6 0.8 -0.07
C 22.194179 -5.195653 8.329783 2.0 1.0 -1.8 -0.39
C 21.590922 -4.830035 6.941561 -1.2 0.6 0.9 -0.20
O 20.691709 -5.823918 6.465924 -0.3 0.0 -0.4 -0.22
C 20.574005 -5.834536 5.034622 0.8 -1.3 0.8 -0.09
N 22.928879 -6.431719 8.124441 -0.4 -0.3 0.2 0.04
H 24.180800 -3.942199 8.164120 -0.2 -0.9 -0.7 0.07
H 23.606747 -4.236659 9.745686 -0.2 -0.3 0.1 0.07
H 22.818757 -3.103332 8.713620 -0.4 0.1 0.0 0.06
H 21.436721 -5.312475 9.104663 0.0 0.1 -0.1 0.14
H 22.361351 -4.673127 6.186108 0.4 0.1 0.2 0.12
H 20.969571 -3.938545 7.035111 0.3 0.6 -0.1 0.12
H 21.538480 -6.185267 4.665892 0.2 0.2 -0.4 0.08
H 20.317544 -4.910158 4.516900 -0.2 0.3 0.5 0.08
H 19.874540 -6.642027 4.818431 -0.3 0.3 -0.2 0.07
H 23.505440 -6.215674 7.322793 0.7 -0.1 0.0 0.07
H 22.256771 -7.049437 7.690019 0.0 -0.9 0.3 0.02
```
Forces are in eV/Å.


Here is a structure of composition C37H22BrF3MgN7O3S from OMol25. Energies are from the ωB97M-V functional and the def2-TZVPD basis.

## Properties
Total charge = -1
Calculated total energy = -5504.384915 a.u.
HOMO level = -5.387 eV
Relative energy (zero: lowest compared OMol25 entry of this formula, charge and spin) = 0.727 eV
Molecular weight = 805.90 g mol⁻¹
LUMO = 1.7 eV

XYZ file:
```
75
Properties=species:S:1:pos:R:3:forces:R:3:lowdin_charge:R:1
Mg 0.737023 0.744863 0.938354 0.0 -0.3 0.1 0.54
O 7.657715 1.693431 1.149987 0.0 -0.1 0.1 -0.05
C 7.025577 1.021888 1.987161 0.1 0.0 0.0 -0.69
O 7.407611 0.317581 2.940592 0.0 0.1 -0.1 -0.04
C 5.488643 1.076642 1.815522 0.0 0.0 0.0 -0.07
C 4.652614 0.396111 2.687886 0.0 0.0 0.1 0.07
C 3.284850 0.465876 2.503300 -0.3 0.0 0.0 -0.22
N 2.738772 1.188809 1.523236 0.5 0.0 0.1 0.07
C 3.534308 1.864426 0.692856 -0.2 0.0 0.0 -0.18
C 4.914284 1.819921 0.797690 0.0 0.1 0.0 0.07
C 2.797966 2.712043 -0.291772 -0.1 -0.1 0.2 -0.18
C 3.425407 3.454423 -1.281666 0.1 0.1 -0.1 0.00
C 2.651953 4.276871 -2.081764 0.0 0.0 0.0 -0.06
C 1.285874 4.354451 -1.859658 0.0 0.0 0.0 -0.06
C 0.740971 3.567182 -0.858160 0.0 -0.1 0.1 -0.13
N 1.471951 2.748732 -0.108544 0.2 0.1 -0.2 0.08
C 2.289412 -0.243257 3.361858 0.0 0.2 -0.1 -0.21
C 2.663026 -1.153102 4.340422 0.0 0.0 0.1 0.00
C 1.676757 -1.765941 5.090637 0.0 0.0 0.0 -0.05
C 0.349790 -1.432522 4.869710 0.0 0.0 0.0 -0.05
C 0.065167 -0.512814 3.877058 0.0 0.1 -0.1 -0.11
N 1.002899 0.054391 3.121511 0.2 -0.2 0.1 0.08
H 5.120056 -0.161994 3.487890 0.0 0.0 0.0 0.11
H 5.580647 2.359487 0.138013 0.0 0.0 0.0 0.11
H 4.496400 3.395501 -1.417026 0.0 0.0 0.0 0.11
H 3.115301 4.863461 -2.865183 0.0 0.0 0.0 0.11
H 0.653820 5.001519 -2.452223 0.0 0.0 0.0 0.10
H -0.320649 3.579431 -0.632165 0.0 0.0 0.0 0.11
H 3.706218 -1.385650 4.499897 0.0 0.0 0.0 0.11
H 1.942230 -2.497066 5.843874 0.0 0.0 0.0 0.11
H -0.449768 -1.882432 5.441408 0.0 0.0 0.0 0.10
H -0.956021 -0.212831 3.671261 0.0 0.0 -0.1 0.12
Br -2.521881 -2.490391 -4.986995 0.0 0.0 0.0 0.75
C -3.665961 -1.891109 -3.601303 0.0 0.0 0.0 -0.68
C -4.594008 -2.760437 -3.056913 0.0 0.0 0.0 -0.12
C -5.424056 -2.312252 -2.038316 0.0 -0.1 0.0 -0.04
C -5.308185 -1.022714 -1.540615 0.0 -0.1 0.0 -0.29
C -4.384589 -0.153789 -2.121709 -0.1 0.1 -0.1 -0.02
C -3.566514 -0.583056 -3.153748 0.0 0.0 0.1 -0.11
N -6.279455 -0.607832 -0.561026 0.2 0.3 -0.3 0.06
N -5.979755 0.171809 0.363863 0.1 -0.4 0.3 0.06
C -4.635851 0.478301 0.697907 0.1 0.3 0.1 -0.27
C -4.403420 1.800554 1.016239 -0.1 0.0 -0.1 -0.04
C -3.128400 2.322055 1.223673 0.0 0.0 0.0 -0.01
C -2.000635 1.498890 1.159727 0.1 -0.1 -0.1 -0.36
O -0.799039 1.908764 1.326914 -0.4 0.2 -0.1 -0.12
C -2.241725 0.076525 0.930163 0.2 0.1 0.1 -0.13
N -1.127013 -0.706066 0.965642 -0.4 0.0 0.1 0.08
C -1.274246 -2.009941 0.922031 0.0 0.1 0.0 -0.13
C -2.538594 -2.622488 0.858641 0.0 -0.1 0.0 -0.03
C -3.657261 -1.846703 0.773549 -0.1 0.1 0.0 -0.01
C -3.538418 -0.436757 0.760608 -0.1 -0.2 0.0 -0.11
H -4.674145 -3.772688 -3.428460 0.0 0.0 0.0 0.10
H -6.168317 -2.971809 -1.606630 0.0 0.0 0.0 0.11
H -4.306323 0.864788 -1.764706 0.0 0.0 0.0 0.12
H -2.844635 0.090015 -3.596623 0.0 0.0 0.0 0.09
H -5.266748 2.457709 1.034210 0.0 0.0 0.0 0.11
H -2.984958 3.372244 1.442501 0.0 0.0 0.0 0.11
H -0.363276 -2.597337 0.945144 0.0 0.0 0.0 0.07
H -2.610421 -3.702321 0.872655 0.0 0.0 0.0 0.11
H -4.634979 -2.308342 0.747616 0.0 0.0 -0.1 0.11
F 2.936606 -3.399174 -3.107507 0.1 0.0 0.0 0.13
C 1.702061 -3.329948 -2.560068 0.0 0.2 0.0 -0.60
F 0.883460 -3.990420 -3.423106 0.0 0.0 0.0 0.10
F 1.721415 -4.048796 -1.444779 0.0 -0.1 0.1 0.11
C 1.243706 -1.902133 -2.404821 -0.1 -0.1 0.0 -0.12
C 0.765017 -1.310196 -3.555354 0.0 0.0 0.0 -0.04
C 0.255076 -0.019891 -3.525596 0.0 -0.1 -0.1 -0.08
C 0.224735 0.607000 -2.301440 0.0 0.0 0.3 -0.13
N 0.714815 0.079937 -1.180114 0.1 -0.2 -0.3 -0.01
C 1.289146 -1.164144 -1.189360 0.0 0.1 0.0 -0.67
S 2.016575 -1.662365 0.277120 -0.1 0.0 -0.2 0.70
H 0.775333 -1.865769 -4.484546 0.0 0.0 0.0 0.11
H -0.131183 0.461778 -4.412360 0.0 0.0 0.0 0.10
H -0.224755 1.589045 -2.204069 0.0 0.0 0.0 0.10
```
Forces are in eV/Å.